{
  "formula": "C2H3CuLiO2",
  "method": "ωB97M-V/def2-TZVPD",
  "e_above_lowest_kj_mol": 86.7,
  "mol_weight_g_mol": 129.53,
  "multiplicity": 2,
  "total_energy_ha": -1876.31019,
  "max_force_ev_per_a": 4.07,
  "elements": ["H", "O", "C", "C", "O", "Li", "Cu", "H", "H"],
  "xyz": [[0.648, 1.632, 0.237], [0.037, -0.322, 1.225], [0.379, 0.423, 0.137], [-0.198, 0.043, -1.033], [-0.858, -1.128, -1.130], [-1.624, -0.291, 1.965], [-0.358, -2.022, 0.443], [2.292, 0.905, 0.010], [-0.317, 0.761, -1.854]]
}

=====

{
  "formula": "C30H22N6O4Se3TaTe",
  "method": "ωB97M-V/def2-TZVPD",
  "e_above_lowest_kj_mol": 353.5,
  "mol_weight_g_mol": 1075.97,
  "total_energy_ha": -9315.35286,
  "charge": -1,
  "max_force_ev_per_a": 0.91,
  "elements": ["Ta", "O", "C", "N", "C", "C", "C", "C", "C", "C", "N", "C", "O", "C", "C", "C", "C", "C", "N", "C", "C", "C", "C", "C", "N", "H", "H", "H", "H", "H", "H", "H", "H", "H", "H", "H", "H", "Se", "Se", "Te", "Se", "O", "N", "O", "C", "C", "C", "C", "C", "C", "N", "C", "C", "C", "C", "C", "C", "H", "H", "H", "H", "H", "H", "H", "H", "H", "H"],
  "xyz": [[1.075, 0.181, -0.856], [-0.604, 3.429, 1.440], [-0.743, 2.673, 0.499], [0.384, 2.049, -0.070], [1.513, 2.930, -0.025], [1.486, 4.305, -0.246], [2.666, 5.015, -0.382], [3.899, 4.376, -0.322], [3.952, 3.007, -0.125], [2.761, 2.310, 0.013], [2.668, 0.912, 0.235], [3.358, 0.407, 1.311], [4.404, 0.838, 1.753], [2.642, -0.679, 2.072], [3.367, -1.511, 2.912], [2.681, -2.443, 3.665], [1.297, -2.487, 3.565], [0.664, -1.609, 2.703], [1.318, -0.718, 1.959], [-2.134, 2.530, -0.065], [-3.156, 3.187, 0.617], [-4.437, 3.113, 0.106], [-4.648, 2.387, -1.054], [-3.562, 1.775, -1.666], [-2.324, 1.854, -1.185], [0.541, 4.827, -0.305], [2.616, 6.082, -0.555], [4.813, 4.941, -0.450], [4.888, 2.471, -0.096], [4.441, -1.402, 2.952], [3.210, -3.123, 4.320], [0.711, -3.191, 4.141], [-0.414, -1.622, 2.603], [-2.922, 3.735, 1.517], [-5.259, 3.610, 0.607], [-5.634, 2.296, -1.491], [-3.670, 1.213, -2.585], [-0.304, 0.175, -3.155], [-1.946, 0.657, -4.620], [2.335, 1.654, -5.244], [1.335, 1.982, -3.000], [2.442, -1.616, -0.416], [3.102, -1.550, -1.474], [2.599, -0.682, -2.233], [-4.202, -0.692, 0.807], [-3.953, -1.509, -0.293], [-2.661, -1.715, -0.734], [-1.582, -1.112, -0.078], [-1.838, -0.284, 1.011], [-3.141, -0.079, 1.449], [-0.256, -1.355, -0.516], [0.002, -2.734, -0.775], [-0.303, -3.692, 0.194], [-0.059, -5.034, -0.036], [0.495, -5.451, -1.240], [0.779, -4.508, -2.215], [0.523, -3.162, -1.992], [-5.216, -0.527, 1.148], [-4.775, -1.977, -0.820], [-2.467, -2.339, -1.597], [-1.012, 0.200, 1.518], [-3.318, 0.574, 2.295], [-0.748, -3.374, 1.128], [-0.298, -5.758, 0.733], [0.692, -6.501, -1.418], [1.195, -4.814, -3.167], [0.731, -2.444, -2.775]]
}

=====

{
  "formula": "C2H3F3N2OS2",
  "method": "ωB97M-V/def2-TZVPD",
  "e_above_lowest_kj_mol": 143.9,
  "mol_weight_g_mol": 192.19,
  "total_energy_ha": -1358.56516,
  "smiles": "C/S(=N/C(F)(F)F)#S#[N+][O-]",
  "max_force_ev_per_a": 4.80,
  "elements": ["C", "S", "N", "C", "F", "F", "F", "S", "N", "O", "H", "H", "H"],
  "xyz": [[2.098, 0.170, 0.252], [0.442, 0.042, 1.072], [-0.260, -0.725, -0.090], [-1.458, -1.335, 0.035], [-2.076, -1.826, -0.987], [-2.542, -0.473, 0.630], [-1.483, -2.435, 0.885], [-0.357, 2.120, 0.636], [-0.564, 1.752, -0.838], [-0.994, 2.252, -1.854], [2.839, 0.522, 0.972], [1.861, 0.718, -0.674], [2.493, -0.783, -0.040]]
}

=====

{
  "formula": "C17H33Cl26N2OPS",
  "method": "ωB97M-V/def2-TZVPD",
  "mol_weight_g_mol": 1266.28,
  "total_energy_ha": -13556.53797,
  "max_force_ev_per_a": 8.40,
  "elements": ["P", "C", "C", "S", "C", "N", "N", "C", "O", "H", "H", "H", "H", "H", "H", "H", "C", "Cl", "Cl", "H", "H", "C", "Cl", "Cl", "H", "H", "C", "Cl", "Cl", "H", "H", "C", "Cl", "Cl", "H", "H", "C", "Cl", "Cl", "H", "H", "C", "Cl", "Cl", "H", "H", "C", "Cl", "Cl", "H", "H", "C", "Cl", "Cl", "H", "H", "C", "Cl", "Cl", "H", "H", "C", "Cl", "Cl", "H", "H", "C", "Cl", "Cl", "H", "H", "C", "Cl", "Cl", "H", "H", "C", "Cl", "Cl", "H", "H"],
  "xyz": [[3.313, -0.880, -0.777], [1.904, 0.249, -1.424], [1.591, 1.556, -0.462], [-0.050, 2.423, -0.910], [-1.310, 1.037, -0.920], [-2.319, 0.575, -1.950], [-2.883, -0.541, -1.290], [-2.267, -0.784, 0.070], [-1.243, 0.237, 0.336], [4.615, -0.320, -1.034], [3.150, -1.219, 0.616], [0.956, -0.457, -1.569], [2.116, 0.692, -2.510], [2.493, 2.319, -0.398], [1.432, 1.164, 0.653], [-2.458, -1.590, 0.897], [1.982, 5.166, -2.866], [1.972, 3.692, -3.843], [2.460, 4.821, -1.200], [2.691, 5.875, -3.300], [0.979, 5.600, -2.866], [3.208, -2.956, -3.843], [3.656, -3.708, -5.378], [2.885, -1.230, -4.050], [2.308, -3.442, -3.458], [4.028, -3.082, -3.132], [-1.576, -2.205, 3.762], [-1.198, -3.363, 5.044], [-2.047, -3.035, 2.274], [-2.401, -1.568, 4.091], [-0.693, -1.593, 3.564], [-4.208, -4.565, 7.441], [-4.329, -4.271, 9.180], [-5.102, -3.346, 6.526], [-3.156, -4.530, 7.146], [-4.621, -5.552, 7.217], [1.831, -1.568, 5.164], [3.498, -1.812, 4.628], [1.058, -0.260, 4.262], [1.268, -2.491, 5.007], [1.833, -1.314, 6.227], [0.337, -4.921, -0.664], [1.148, -3.464, -1.251], [0.344, -4.985, 1.102], [-0.697, -4.919, -1.016], [0.857, -5.800, -1.054], [-4.655, -2.143, -3.689], [-6.145, -2.389, -4.609], [-3.798, -3.669, -3.447], [-4.008, -1.454, -4.238], [-4.905, -1.717, -2.715], [5.920, 3.200, -1.475], [5.910, 1.727, -2.451], [6.398, 2.855, 0.192], [6.629, 3.910, -1.909], [4.917, 3.634, -1.475], [-4.658, 0.576, 3.816], [-2.984, 1.146, 3.825], [-4.812, -0.961, 4.674], [-5.290, 1.322, 4.305], [-4.981, 0.440, 2.781], [-1.775, 1.369, 7.415], [-1.334, -0.089, 6.518], [-3.161, 2.178, 6.673], [-2.032, 1.092, 8.440], [-0.924, 2.055, 7.420], [-0.758, 6.488, -5.612], [0.916, 7.057, -5.602], [-0.912, 4.950, -4.754], [-1.390, 7.233, -5.123], [-1.081, 6.352, -6.647], [6.682, -6.316, -3.821], [5.826, -6.830, -5.280], [5.834, -4.987, -3.022], [6.749, -7.161, -3.132], [7.685, -5.983, -4.096], [-4.191, 7.189, -3.313], [-3.381, 7.805, -4.759], [-5.730, 8.015, -3.045], [-4.378, 6.120, -3.439], [-3.544, 7.350, -2.447]]
}

=====

{
  "formula": "C5H8N2OS",
  "method": "ωB97M-V/def2-TZVPD",
  "e_above_lowest_kj_mol": 429.9,
  "mol_weight_g_mol": 144.20,
  "total_energy_ha": -778.13606,
  "max_force_ev_per_a": 4.80,
  "elements": ["C", "C", "C", "C", "C", "N", "N", "O", "S", "H", "H", "H", "H", "H", "H", "H", "H"],
  "xyz": [[-2.017, 1.368, -0.045], [-0.993, -1.098, -0.633], [-1.126, -0.710, 0.782], [2.662, 2.167, -0.077], [-0.532, -0.015, -1.486], [-1.885, 0.475, 0.949], [-1.151, 1.174, -1.182], [-2.857, 2.306, -0.023], [1.803, 1.059, 0.652], [-0.352, -2.031, -0.822], [-2.053, -1.466, -1.042], [-1.506, -1.543, 1.374], [-0.080, -0.649, 1.123], [2.224, 3.116, -0.057], [3.765, 1.936, -0.379], [-2.443, 0.577, 1.877], [-1.031, 1.991, -1.684]]
}

=====

{
  "formula": "C4H9NS2",
  "method": "ωB97M-V/def2-TZVPD",
  "e_above_lowest_kj_mol": 417.2,
  "mol_weight_g_mol": 135.26,
  "total_energy_ha": -1008.78438,
  "smiles": "CNCC(=S)SC",
  "max_force_ev_per_a": 4.48,
  "elements": ["C", "N", "C", "C", "S", "S", "C", "H", "H", "H", "H", "H", "H", "H", "H", "H"],
  "xyz": [[3.006, 0.082, 0.139], [1.559, -0.256, 0.445], [0.692, 0.503, -0.514], [-0.942, 0.568, -0.335], [-1.815, 1.900, -0.071], [-1.632, -1.068, -0.521], [-3.314, -0.663, 0.569], [3.014, 0.155, -1.157], [3.551, -0.867, 0.651], [3.333, 1.242, 0.602], [1.212, -1.320, 0.449], [1.095, 0.007, -1.629], [1.019, 1.486, -0.517], [-3.739, 0.141, -0.003], [-3.885, -1.651, 0.348], [-3.154, -0.261, 1.541]]
}